No. 1
Computed, not measured: a single C19H22N2O2 molecule, with ωB97M-V/def2-TZVPD.

ΔE to the lowest compared entry with this formula, charge and spin	2.690	eV
total charge	0

Geometry (Å):
O (-0.0488, -0.1976, 3.7475)
O (-1.1026, 4.4581, -0.8294)
C (0.3836, -0.2946, 2.5758)
C (-0.1973, 1.4362, -0.4639)
C (0.1468, 0.3948, 0.3225)
C (-0.0917, 4.3264, 2.6611)
C (-0.4140, 4.7519, 1.3868)
C (0.0003, 2.9790, 2.9214)
C (-0.5340, 3.8966, 0.2743)
C (-0.1328, 2.5791, 0.4558)
C (0.0777, 2.1438, 1.7694)
N (0.2879, 0.7052, 1.6326)
N (-2.4030, -0.3940, -1.6884)
C (2.4537, -1.4918, 0.2350)
C (-0.6809, 1.3329, -1.8530)
C (0.8602, -1.7027, 2.0906)
C (0.4891, -3.5536, -1.4662)
C (-0.5151, -2.6486, -2.0768)
C (0.7009, -3.4545, 0.0400)
C (0.0311, -1.0712, -0.1987)
C (-1.1193, -0.1109, -2.2976)
C (-0.0819, -1.1752, -1.7741)
C (1.0088, -1.9358, 0.5113)
H (-0.8277, 5.4289, -0.8291)
H (-0.1029, 4.9918, 3.5158)
H (-0.6416, 5.7785, 1.4148)
H (0.2699, 2.6177, 3.9695)
H (-3.1150, 0.3106, -1.9265)
H (-2.7353, -1.2778, -1.7655)
H (2.6096, -1.7541, -0.7810)
H (3.2288, -1.9087, 0.9178)
H (2.6051, -0.3817, 0.2659)
H (-1.5636, 2.0267, -1.9881)
H (-0.0350, 1.6961, -2.6175)
H (0.0590, -2.3906, 2.3729)
H (1.7339, -2.1245, 2.6317)
H (1.4364, -3.3869, -1.9259)
H (0.1250, -4.5822, -1.7649)
H (-0.5751, -2.8457, -3.1486)
H (-1.5027, -2.6719, -1.6073)
H (1.4403, -4.1395, 0.4894)
H (-0.1839, -3.7576, 0.3960)
H (-0.9250, -1.4259, 0.1425)
H (-1.2784, -0.1218, -3.3873)
H (0.8597, -1.0549, -2.3508)


No. 2
Computed, not measured: a single C19H22N2O3 molecule, with ωB97M-V/def2-TZVPD.

ΔE to the lowest compared entry with this formula, charge and spin	5.084	eV
total charge	0

Geometry (Å):
O (-0.1431, -3.6086, -1.0849)
N (3.1734, -5.5822, 0.6177)
O (1.9852, -4.0247, 1.8258)
O (-0.3821, 1.3901, 1.3554)
C (0.5122, -3.1214, -0.1717)
C (2.8368, -5.0889, 1.8289)
C (2.3475, -4.8946, -0.2103)
C (1.5674, -3.9625, 0.5051)
C (1.4045, 5.2094, -1.1936)
C (0.6378, 4.3651, -2.0654)
C (1.7283, 4.7762, 0.0892)
C (0.3058, 3.0033, -1.7523)
C (1.2261, 3.3984, 0.4542)
C (0.5446, 2.5430, -0.4336)
N (0.3029, -1.8317, 0.0222)
C (1.1640, -1.0865, 0.9163)
C (-3.0415, -0.4092, 0.9539)
C (-3.3947, 0.2184, -0.3450)
C (1.3825, 0.3869, 0.3139)
C (-1.8636, -1.4651, 0.8530)
C (-2.2511, 0.9241, -1.0985)
C (0.1192, 1.1431, 0.0590)
C (-0.9598, -1.1881, -0.3876)
C (-0.8844, 0.3174, -0.8896)
H (-1.2706, 1.8670, 1.4940)
H (3.1832, -5.6340, 2.6744)
H (2.1648, -4.9291, -1.2832)
H (1.7318, 6.0600, -1.7252)
H (0.4240, 4.7216, -3.0477)
H (2.4448, 5.2826, 0.7599)
H (-0.1371, 2.3250, -2.5298)
H (1.4946, 3.1855, 1.5115)
H (2.1944, -1.5330, 0.9922)
H (0.7948, -1.1520, 1.9408)
H (-3.8956, -0.9911, 1.4047)
H (-2.9828, 0.4831, 1.5921)
H (-3.7275, -0.6137, -0.9761)
H (-4.2579, 0.8614, -0.1467)
H (1.9759, 0.8871, 1.1081)
H (2.0282, 0.3663, -0.6281)
H (-1.3802, -1.5342, 1.7833)
H (-2.3640, -2.4534, 0.9030)
H (-2.3466, 1.9657, -0.8987)
H (-2.4228, 0.8390, -2.0732)
H (-1.5290, -1.7526, -1.1372)
H (-0.4404, 0.3371, -1.8801)


| no. | calculated total energy (hartree) | E_HOMO (eV) | HOMO-LUMO gap (eV) |
| --- | --- | --- | --- |
| 1 | -997.172181 | -7.7 | 8.41 |
| 2 | -1072.325610 | -8.9 | 9.53 |